Record 1
Formula: C36H36B2O8P
Source: the OMol25 dataset
Level of theory: the ωB97M-V functional and the def2-TZVPD basis

Cartesian coordinates (Å):
C1 3.66289 -1.33874 -4.01146
C2 4.46444 -2.24665 -3.04703
C3 4.39582 -3.76177 -3.34752
O1 5.15446 -4.06462 -4.48645
B1 4.30253 -4.22519 -5.68851
O2 2.99500 -4.67716 -5.07060
C4 3.00525 -4.46506 -3.69957
C5 3.22868 -5.94218 -3.12163
B2 2.44160 -7.02776 -4.01741
O3 1.10722 -7.38349 -3.78724
O4 3.11984 -7.64396 -5.09313
P1 1.39722 -3.99590 -2.85216
C6 1.73318 -2.91796 -1.33424
C7 0.37030 -2.84683 -3.94218
C8 0.31121 -3.30788 -5.42382
H1 2.61974 -1.21464 -3.68739
H2 4.11561 -0.32789 -3.95518
H3 3.71947 -1.64533 -5.06221
H4 5.52753 -1.96164 -3.14332
H5 4.21499 -2.04461 -1.98996
H6 4.85417 -4.26328 -2.47664
H7 3.99301 -3.16147 -6.23347
H8 4.72687 -4.90654 -6.58323
H9 4.29424 -6.21706 -3.09461
H10 2.76893 -5.97725 -2.10892
H11 0.61124 -6.60491 -3.53300
H12 4.02459 -7.76078 -4.83063
H13 2.68953 -3.18884 -0.86890
H14 1.86106 -1.88565 -1.71098
H15 0.89742 -2.95533 -0.62737
H16 0.63911 -1.78455 -3.81756
H17 -0.65804 -2.93869 -3.53499
H18 0.31896 -4.39750 -5.54562
H19 1.23317 -2.95227 -5.91152
H20 -0.55337 -2.83293 -5.91230
C9 -1.65191 1.30005 4.47393
C10 -2.95145 1.34998 4.96986
C11 -3.92761 0.51282 4.45038
C12 -3.61055 -0.37111 3.42269
C13 -2.31278 -0.40454 2.90988
C14 -1.33252 0.42542 3.44598
C15 -1.96910 -1.30647 1.78190
O5 -0.84096 -1.34028 1.33473
C16 -3.03392 -2.16051 1.20326
C17 -2.74075 -2.97026 0.10905
C18 -3.72426 -3.78354 -0.43301
C19 -5.00173 -3.79816 0.12022
C20 -5.30039 -2.98938 1.20670
C21 -4.32015 -2.16110 1.74611
C22 -4.65961 -1.27484 2.88612
O6 -5.77591 -1.28235 3.37027
H21 -0.88951 1.94896 4.88641
H22 -3.20218 2.04219 5.76381
H23 -4.93589 0.54945 4.84073
H24 -0.32228 0.39317 3.05948
H25 -1.74772 -2.96360 -0.32133
H26 -3.49527 -4.40865 -1.28653
H27 -5.76636 -4.43896 -0.30008
H28 -6.29497 -2.99915 1.63180
C23 1.37000 9.92811 4.23039
C24 0.08886 10.29962 4.62815
C25 -0.97048 9.41848 4.47359
C26 -0.75480 8.16459 3.90927
C27 0.52548 7.80124 3.48941
C28 1.58895 8.68266 3.66177
C29 0.76495 6.48650 2.84232
O7 1.88107 6.16909 2.48151
C30 -0.38663 5.57365 2.63906
C31 -0.19211 4.36037 1.98388
C32 -1.25871 3.49317 1.80020
C33 -2.52290 3.82931 2.27753
C34 -2.72291 5.03861 2.92528
C35 -1.65820 5.91849 3.10042
C36 -1.89332 7.22332 3.76528
O8 -2.99749 7.52003 4.18065
H29 2.19761 10.61394 4.35978
H30 -0.08234 11.27708 5.06092
H31 -1.96457 9.70664 4.78793
H32 2.58417 8.39746 3.34838
H33 0.78963 4.09491 1.61490
H34 -1.10634 2.55230 1.28664
H35 -3.35316 3.14760 2.14012
H36 -3.70684 5.30002 3.29102

Frontier orbital gap (eV): 3.83
LUMO (Ha): -0.0016
HOMO (eV): -3.9
Net charge: -1
Largest force on an atom (eV Å⁻¹): 2.89



Record 2
Formula: C36H36BCl5F4N7O2Re
Source: the OMol25 dataset
Level of theory: the ωB97M-V functional and the def2-TZVPD basis

Cartesian coordinates (Å):
Re1 -0.61119 -0.58276 -0.22854
C1 -1.49859 6.46054 1.44836
C2 -1.93869 5.11794 2.03686
C3 -3.39599 4.83894 1.61686
C4 -1.85949 5.19634 3.56916
C5 -1.13439 3.95274 1.50956
C6 -0.59429 3.86014 0.22316
C7 -0.10419 2.65344 -0.25114
N1 -0.09899 1.53164 0.47006
C8 -0.46129 1.65234 1.75676
C9 -0.96639 2.81734 2.30046
C10 -0.40179 0.43974 2.56706
C11 0.03141 0.46994 3.87836
C12 0.06771 -0.70346 4.62726
C13 -0.51369 -1.82316 4.02046
C14 -0.89209 -1.78216 2.69086
N2 -0.75129 -0.69346 1.93456
C15 0.83391 -0.72466 5.93126
C16 2.31351 -0.83776 5.51166
C17 0.62921 0.56984 6.73226
C18 0.47641 -1.92206 6.81246
H1 -2.07789 7.26094 1.90366
H2 -1.67899 6.49844 0.37896
H3 -0.44499 6.64754 1.64226
H4 -4.04539 5.58304 2.07116
H5 -3.72379 3.85104 1.93286
H6 -3.50229 4.89174 0.53596
H7 -2.27369 6.14124 3.91026
H8 -0.82799 5.13714 3.91246
H9 -2.44069 4.40784 4.04036
H10 -0.59569 4.70174 -0.44924
H11 0.28741 2.58714 -1.25694
H12 -1.30089 2.79614 3.32266
H13 0.39691 1.40014 4.28316
H14 -0.63899 -2.74856 4.55386
H15 -1.29319 -2.65846 2.20156
H16 2.58231 -0.06396 4.79606
H17 2.50401 -1.80616 5.05526
H18 2.95761 -0.73576 6.38146
H19 1.08531 1.43074 6.25056
H20 1.08841 0.46794 7.71216
H21 -0.42959 0.77304 6.86816
H22 0.63061 -2.86356 6.28996
H23 -0.55889 -1.86476 7.13966
H24 1.11171 -1.92906 7.69596
O1 -2.72139 -2.00746 -2.50224
C19 -2.83589 -2.33436 -1.34014
O2 -1.99779 -2.14936 -0.39634
H25 -3.72689 -2.89896 -0.99734
Cl1 2.49971 0.48014 -0.66194
C20 2.45421 -1.14426 -0.11214
C21 1.19611 -1.76426 0.00056
C22 1.27191 -3.13006 0.35256
Cl2 -0.14779 -4.09206 0.46816
C23 2.47471 -3.79866 0.59406
Cl3 2.48941 -5.46256 0.99236
C24 3.68771 -3.11196 0.52016
Cl4 5.16001 -3.90966 0.83606
C25 3.66891 -1.76166 0.16616
Cl5 5.13241 -0.87876 0.11626
F1 -2.45249 0.58664 -0.42474
B1 -3.52649 1.60724 -0.82564
F2 -4.30189 0.99124 -1.73184
F3 -4.14059 1.93604 0.33176
F4 -2.79729 2.64804 -1.34624
C26 -0.03609 -2.85546 -2.96784
C27 -0.39959 -1.44566 -3.23174
N3 -0.44549 -0.44846 -2.33824
C28 -0.78539 0.68324 -3.03034
C29 -0.92009 0.37474 -4.34364
N4 -0.66199 -0.96706 -4.46164
C30 -0.90159 -1.72266 -5.67234
N5 0.16591 -2.59756 -6.03224
N6 0.01201 -3.93086 -5.98194
N7 1.04531 -4.51076 -6.39604
C31 1.98251 -3.59036 -6.75384
C32 3.27431 -3.71136 -7.26164
C33 3.95981 -2.54236 -7.50054
C34 3.39091 -1.28316 -7.25804
C35 2.11001 -1.14076 -6.77164
C36 1.41461 -2.31356 -6.51884
H26 -0.16319 -3.08976 -1.91534
H27 1.00591 -3.04326 -3.23134
H28 -0.67659 -3.51726 -3.54834
H29 -0.97189 1.62784 -2.56114
H30 -1.16619 0.99684 -5.17934
H31 -1.07649 -0.99076 -6.46924
H32 -1.79509 -2.34736 -5.54084
H33 3.69941 -4.68056 -7.45424
H34 4.96131 -2.58406 -7.89944
H35 3.98061 -0.39966 -7.45014
H36 1.66891 -0.17186 -6.59924

2S+1: 4
Frontier orbital gap (spin up / spin down) (eV): 7.76 / 6.45
LUMO (spin up / spin down) (Ha): -0.1286 / -0.1769
HOMO (spin up / spin down) (eV): -11.3 / -11.3
Net charge: +1
Largest force on an atom (eV Å⁻¹): 3.96
Relative energy (zero: lowest compared OMol25 entry of this formula, charge and spin) (kJ/mol): 135.2



Record 3
Formula: C36H36BHgN9OP2
Source: the OMol25 dataset
Level of theory: the ωB97M-V functional and the def2-TZVPD basis

Cartesian coordinates (Å):
Hg1 0.98817 0.39614 0.81641
B1 -0.48731 0.28750 4.31076
N1 0.12455 1.55092 3.63075
C1 0.43500 2.67490 4.28311
C2 0.58746 3.70656 3.37197
C3 0.34612 3.10533 2.14349
N2 0.05191 1.81331 2.30248
N3 0.23060 -1.03315 3.87284
C4 0.35254 -2.13796 4.62065
C5 0.79388 -3.17442 3.81366
C6 0.91801 -2.58590 2.55243
N4 0.56767 -1.30288 2.60141
H1 -0.32398 0.41096 5.50575
H2 -1.65647 0.22729 4.01261
H3 0.50323 2.66668 5.35735
H4 0.85347 4.72971 3.57057
H5 0.39045 3.51502 1.14817
H6 0.11802 -2.10776 5.67175
H7 1.01218 -4.18862 4.10064
H8 1.24972 -3.01943 1.62002
C7 0.18536 -2.92181 -1.90589
N5 0.45995 -1.52261 -2.15338
P1 -2.00998 -1.26336 0.27525
C8 -2.92921 -1.30725 1.84429
C9 -3.82117 -0.30177 2.22872
C10 -4.43830 -0.34081 3.46868
C11 -4.17520 -1.38696 4.34486
C12 -3.27605 -2.37865 3.98482
C13 -2.64620 -2.33128 2.74873
C14 -3.31193 -1.09995 -0.96569
C15 -4.69227 -1.24690 -0.76867
C16 -5.57633 -1.10057 -1.82657
C17 -5.10556 -0.81088 -3.10214
C18 -3.73852 -0.67860 -3.31778
C19 -2.84828 -0.82266 -2.26638
P2 1.49459 -0.69240 -1.29424
C20 2.08088 0.64198 -2.39274
C21 3.08337 1.51109 -1.96303
C22 3.56496 2.48405 -2.82880
C23 3.03960 2.60353 -4.11134
C24 2.02304 1.75304 -4.52714
C25 1.54765 0.76708 -3.66986
C26 3.04083 -1.64240 -0.99692
C27 3.56744 -2.33944 -2.08589
C28 4.71903 -3.09615 -1.94860
C29 5.35743 -3.16799 -0.71414
C30 4.83877 -2.48374 0.37323
C31 3.68067 -1.72450 0.23389
H9 -0.67883 -3.08547 -1.24836
H10 1.02636 -3.46898 -1.45433
H11 -0.03917 -3.42550 -2.85211
H12 -4.02052 0.52454 1.55540
H13 -5.11651 0.45245 3.75792
H14 -4.65255 -1.41340 5.31655
H15 -3.04124 -3.17842 4.67612
H16 -1.90786 -3.08273 2.49079
H17 -5.07025 -1.48320 0.21755
H18 -6.63996 -1.21660 -1.65666
H19 -5.80102 -0.69507 -3.92437
H20 -3.36441 -0.46005 -4.31074
H21 -1.77629 -0.71910 -2.42539
H22 3.47086 1.43658 -0.95046
H23 4.35483 3.14909 -2.49998
H24 3.42888 3.35553 -4.78916
H25 1.60494 1.85190 -5.52205
H26 0.76856 0.07625 -3.96882
H27 3.05766 -2.28311 -3.04190
H28 5.12121 -3.63086 -2.80054
H29 6.25881 -3.75874 -0.60368
H30 5.33274 -2.53039 1.33544
H31 3.30187 -1.17694 1.08704
O1 4.48332 1.70185 3.34992
C32 3.76263 1.55312 2.40441
N6 3.08185 1.41793 1.43724
N7 0.40186 4.75703 -3.81554
C33 -0.30236 3.83319 -3.05799
C34 0.20083 3.38320 -1.82805
N8 -0.47173 2.54085 -1.07344
C35 -1.66078 2.12984 -1.52367
C36 -2.15004 2.57114 -2.73519
N9 -1.47691 3.42480 -3.51157
H32 1.40388 4.66769 -3.74212
H33 0.08266 4.78897 -4.77194
H34 1.17548 3.70787 -1.47725
H35 -2.21165 1.42956 -0.90876
H36 -3.10698 2.22087 -3.10441

2S+1: 2
Frontier orbital gap (spin up / spin down) (eV): 7.41 / 6.01
LUMO (spin up / spin down) (Ha): 0.0962 / 0.0448
HOMO (spin up / spin down) (eV): -4.8 / -4.8
Net charge: -1
Largest force on an atom (eV Å⁻¹): 0.16
Relative energy (zero: lowest compared OMol25 entry of this formula, charge and spin) (kJ/mol): 0.0